[1]
{"formula": "C41H67N2O4SeSi2TeW", "method": "wB97M-V/def2-TZVPD", "elements": ["W", "C", "C", "C", "C", "C", "C", "C", "Se", "C", "C", "C", "C", "C", "C", "O", "C", "C", "C", "C", "C", "C", "C", "C", "C", "O", "C", "C", "C", "C", "C", "C", "H", "H", "H", "H", "H", "H", "H", "H", "H", "H", "H", "H", "H", "H", "H", "H", "H", "H", "H", "H", "H", "H", "H", "H", "H", "H", "H", "H", "H", "H", "H", "H", "H", "H", "H", "H", "H", "H", "H", "H", "C", "Si", "C", "C", "C", "Te", "C", "Si", "C", "C", "C", "H", "H", "H", "H", "H", "H", "H", "H", "H", "H", "H", "H", "H", "H", "H", "H", "H", "H", "H", "H", "H", "H", "C", "N", "C", "C", "C", "O", "N", "C", "O", "H", "H", "H", "H", "H"], "coordinates": [[-0.719, 1.232, -0.227], [-1.076, -3.656, 5.433], [-2.457, -3.261, 4.893], [-3.290, -4.530, 4.716], [-3.165, -2.357, 5.911], [-2.279, -2.500, 3.580], [-1.562, -1.310, 3.566], [-1.379, -0.633, 2.376], [-0.502, 1.071, 2.383], [1.367, 0.670, 2.224], [2.124, 0.607, 3.374], [3.502, 0.428, 3.284], [4.040, 0.317, 2.012], [3.303, 0.362, 0.821], [1.929, 0.575, 0.946], [1.107, 0.681, -0.151], [4.063, 0.200, -0.506], [5.132, -0.900, -0.390], [3.168, -0.197, -1.684], [4.753, 1.535, -0.824], [4.340, 0.352, 4.558], [4.152, 1.640, 5.370], [3.872, -0.851, 5.390], [5.830, 0.184, 4.258], [-1.916, -1.092, 1.174], [-1.703, -0.391, 0.015], [-2.665, -2.271, 1.155], [-2.812, -2.940, 2.371], [-3.290, -2.809, -0.137], [-4.028, -4.129, 0.100], [-2.193, -3.081, -1.176], [-4.308, -1.800, -0.690], [-1.182, -4.196, 6.376], [-0.450, -2.781, 5.619], [-0.552, -4.302, 4.726], [-3.388, -5.033, 5.678], [-2.819, -5.232, 4.024], [-4.296, -4.309, 4.355], [-3.301, -2.891, 6.853], [-4.148, -2.053, 5.546], [-2.589, -1.454, 6.123], [-1.142, -0.904, 4.478], [1.639, 0.704, 4.337], [5.106, 0.187, 1.930], [4.687, -1.850, -0.090], [5.928, -0.657, 0.311], [5.604, -1.040, -1.364], [2.570, -1.083, -1.456], [3.805, -0.428, -2.540], [2.492, 0.604, -1.969], [5.465, 1.804, -0.042], [4.025, 2.341, -0.908], [5.298, 1.461, -1.769], [3.113, 1.786, 5.668], [4.465, 2.513, 4.795], [4.753, 1.598, 6.280], [2.820, -0.763, 5.666], [4.453, -0.920, 6.311], [3.999, -1.782, 4.834], [6.224, 1.022, 3.680], [6.033, -0.741, 3.714], [6.383, 0.141, 5.197], [-3.382, -3.854, 2.373], [-3.362, -4.915, 0.459], [-4.456, -4.465, -0.845], [-4.850, -4.015, 0.810], [-1.459, -3.792, -0.789], [-1.670, -2.169, -1.462], [-2.643, -3.512, -2.072], [-5.110, -1.631, 0.032], [-4.758, -2.200, -1.602], [-3.864, -0.835, -0.921], [1.626, 3.635, -2.462], [0.895, 3.340, -4.150], [0.628, 4.958, -5.042], [2.048, 2.274, -5.162], [-0.853, 2.628, -3.980], [-1.345, 0.832, -2.939], [0.197, -0.467, -3.626], [-0.274, -1.429, -5.191], [1.305, -2.133, -5.889], [-1.089, -0.275, -6.415], [-1.467, -2.776, -4.704], [2.620, 4.078, -2.572], [1.743, 2.710, -1.894], [1.022, 4.315, -1.861], [1.573, 5.494, -5.158], [-0.058, 5.609, -4.498], [0.216, 4.797, -6.041], [2.911, 2.888, -5.434], [1.601, 1.922, -6.093], [2.430, 1.412, -4.614], [-1.308, 2.521, -4.967], [-1.448, 3.377, -3.447], [0.374, -1.149, -2.791], [1.096, 0.136, -3.751], [1.998, -1.340, -6.176], [1.104, -2.737, -6.777], [1.808, -2.772, -5.160], [-0.455, 0.578, -6.659], [-2.046, 0.100, -6.045], [-1.294, -0.807, -7.347], [-0.990, -3.499, -4.040], [-1.818, -3.315, -5.586], [-2.344, -2.374, -4.191], [-5.812, 4.071, -0.343], [-4.360, 3.950, -0.205], [-3.585, 5.018, 0.091], [-2.237, 4.941, 0.228], [-1.690, 3.651, 0.049], [-0.445, 3.324, 0.096], [-2.463, 2.584, -0.202], [-3.823, 2.660, -0.379], [-4.526, 1.722, -0.668], [-6.070, 5.125, -0.387], [-6.311, 3.600, 0.502], [-6.128, 3.570, -1.254], [-4.113, 5.955, 0.207], [-1.624, 5.799, 0.451]], "lowdin_spin": [1.66, 0.00, 0.00, 0.00, 0.00, 0.00, 0.00, 0.00, 0.00, 0.01, 0.00, 0.00, 0.00, 0.00, 0.02, 0.08, 0.00, 0.00, 0.00, 0.00, 0.00, 0.00, 0.00, 0.00, 0.01, 0.07, 0.00, 0.00, 0.00, 0.00, 0.00, 0.00, 0.00, 0.00, 0.00, 0.00, 0.00, 0.00, 0.00, 0.00, 0.00, 0.00, 0.00, 0.00, 0.00, 0.00, 0.00, 0.00, 0.00, 0.00, 0.00, 0.00, 0.00, 0.00, 0.00, 0.00, 0.00, 0.00, 0.00, 0.00, 0.00, 0.00, 0.00, 0.00, 0.00, 0.00, 0.00, 0.00, 0.00, 0.00, 0.00, 0.00, 0.00, 0.00, 0.00, 0.00, 0.01, 0.00, 0.01, 0.00, 0.00, 0.00, 0.00, 0.00, 0.00, 0.00, 0.00, 0.00, 0.00, 0.00, 0.00, 0.00, 0.00, 0.00, 0.00, 0.00, 0.00, 0.00, 0.00, 0.00, 0.00, 0.00, 0.00, 0.00, 0.00, 0.00, 0.00, 0.02, 0.00, 0.03, 0.03, 0.02, 0.01, 0.01, 0.00, 0.00, 0.00, 0.00, 0.00], "multiplicity": 3, "energy_ha": -5328.4929, "relative_energy_kcal_mol": 0.0, "largest_force_ha_per_bohr": 0.0115, "total_charge": 1, "orbital_gap_ev": [7.92, 7.53]}



[2]
{"formula": "C41H67N3O2P2Si6Sn", "method": "wB97M-V/def2-TZVPD", "elements": ["Sn", "C", "Si", "C", "C", "N", "P", "C", "P", "N", "Si", "C", "C", "C", "C", "C", "C", "C", "C", "C", "C", "C", "C", "C", "C", "C", "C", "C", "C", "C", "C", "C", "C", "C", "C", "C", "C", "C", "H", "H", "H", "H", "H", "H", "H", "H", "H", "H", "H", "H", "H", "H", "H", "H", "H", "H", "H", "H", "H", "H", "H", "H", "H", "H", "H", "H", "H", "H", "H", "H", "H", "H", "H", "H", "H", "H", "O", "H", "H", "O", "C", "N", "C", "Si", "C", "C", "Si", "Si", "C", "C", "C", "Si", "C", "C", "C", "H", "H", "H", "H", "H", "H", "H", "H", "H", "H", "H", "H", "H", "H", "H", "H", "H", "H", "H", "H", "H", "H", "H", "H", "H", "H", "H"], "coordinates": [[0.983, -0.279, -1.105], [-2.981, -3.966, -1.875], [-1.565, -2.732, -2.114], [-0.304, -3.693, -3.141], [-2.324, -1.360, -3.163], [-0.879, -1.964, -0.739], [-0.404, -2.628, 0.681], [0.445, -1.725, 1.782], [-0.298, -0.520, 2.675], [-0.541, 0.920, 2.004], [-1.159, 2.397, 2.532], [-2.346, 3.056, 1.231], [-2.076, 2.579, 4.175], [0.231, 3.659, 2.689], [0.815, -0.238, 4.145], [0.355, 0.287, 5.356], [1.236, 0.591, 6.392], [2.599, 0.387, 6.227], [3.072, -0.128, 5.023], [2.188, -0.441, 3.995], [-1.872, -1.001, 3.514], [-3.086, -0.508, 3.038], [-4.293, -0.891, 3.617], [-4.300, -1.797, 4.666], [-3.099, -2.337, 5.116], [-1.898, -1.950, 4.536], [0.727, -4.049, 0.242], [2.106, -3.832, 0.283], [3.003, -4.826, -0.095], [2.537, -6.066, -0.523], [1.170, -6.294, -0.584], [0.278, -5.290, -0.213], [-1.848, -3.518, 1.415], [-3.143, -3.042, 1.225], [-4.228, -3.655, 1.845], [-4.031, -4.751, 2.673], [-2.739, -5.214, 2.903], [-1.657, -4.588, 2.294], [-3.163, -4.477, -2.830], [-2.772, -4.727, -1.118], [-3.908, -3.464, -1.571], [-0.284, -3.331, -4.175], [0.707, -3.566, -2.733], [-0.523, -4.767, -3.160], [-2.197, -1.558, -4.239], [-3.398, -1.240, -2.963], [-1.822, -0.413, -2.936], [-3.314, 2.536, 1.275], [-2.538, 4.133, 1.364], [-1.925, 2.899, 0.229], [-2.798, 1.779, 4.355], [-1.374, 2.589, 5.017], [-2.617, 3.534, 4.176], [0.624, 3.915, 1.697], [-0.118, 4.590, 3.160], [1.053, 3.255, 3.295], [-0.708, 0.453, 5.491], [0.857, 0.991, 7.327], [3.288, 0.629, 7.029], [4.137, -0.284, 4.884], [2.539, -0.856, 3.055], [-3.067, 0.194, 2.209], [-5.227, -0.485, 3.244], [-5.237, -2.100, 5.119], [-3.103, -3.064, 5.922], [-0.962, -2.382, 4.875], [2.455, -2.870, 0.641], [4.069, -4.636, -0.049], [3.236, -6.845, -0.810], [0.794, -7.251, -0.927], [-0.786, -5.481, -0.281], [-3.285, -2.191, 0.567], [-5.232, -3.277, 1.680], [-4.877, -5.233, 3.151], [-2.576, -6.062, 3.559], [-0.649, -4.932, 2.491], [2.432, 1.185, 0.940], [2.741, 2.092, 1.067], [1.555, 1.139, 1.418], [0.787, -1.740, -5.427], [0.747, -1.202, -4.350], [0.728, -0.619, -3.308], [4.599, 1.579, -1.501], [3.142, 1.174, -2.633], [3.616, -0.575, -3.185], [3.487, 2.173, -4.208], [0.920, 2.244, -2.002], [-0.321, 2.721, -3.953], [-2.076, 2.893, -3.287], [-0.075, 4.297, -4.966], [-0.406, 1.390, -5.273], [1.682, 4.488, -1.773], [0.213, 5.586, -1.313], [2.459, 5.422, -3.222], [2.901, 4.852, -0.379], [5.527, 1.252, -1.984], [4.498, 1.052, -0.542], [4.691, 2.638, -1.283], [3.043, -0.878, -4.068], [4.684, -0.598, -3.425], [3.420, -1.325, -2.410], [4.425, 1.837, -4.676], [3.574, 3.237, -3.998], [2.673, 2.039, -4.935], [-2.147, 3.696, -2.538], [-2.386, 1.963, -2.791], [-2.790, 3.108, -4.092], [-0.184, 5.206, -4.360], [-0.825, 4.323, -5.764], [0.921, 4.326, -5.429], [-0.687, 0.429, -4.833], [0.569, 1.241, -5.758], [-1.144, 1.652, -6.042], [-0.578, 5.550, -2.078], [0.527, 6.630, -1.190], [-0.236, 5.245, -0.369], [1.728, 5.618, -4.013], [3.283, 4.876, -3.683], [2.848, 6.380, -2.861], [2.498, 4.567, 0.600], [3.132, 5.924, -0.350], [3.834, 4.315, -0.510]], "lowdin_charge": [0.99, -0.20, 0.30, -0.18, -0.19, -0.37, 0.56, -0.46, 0.59, -0.26, 0.26, -0.19, -0.19, -0.19, -0.26, -0.10, -0.11, -0.13, -0.10, -0.09, -0.28, -0.12, -0.11, -0.12, -0.10, -0.09, -0.27, -0.10, -0.10, -0.12, -0.11, -0.11, -0.28, -0.12, -0.10, -0.12, -0.10, -0.10, 0.03, 0.01, 0.02, 0.01, 0.03, 0.02, 0.03, 0.02, -0.01, 0.02, 0.02, 0.01, 0.01, 0.01, 0.02, -0.01, 0.02, 0.02, 0.09, 0.09, 0.08, 0.09, 0.08, 0.09, 0.10, 0.09, 0.09, 0.11, 0.08, 0.09, 0.09, 0.09, 0.09, 0.10, 0.10, 0.09, 0.09, 0.11, -0.21, 0.03, -0.01, 0.03, -0.60, -0.09, -0.22, 0.30, -0.25, -0.23, 0.32, 0.30, -0.24, -0.24, -0.23, 0.32, -0.23, -0.22, -0.23, 0.02, 0.02, -0.01, 0.01, 0.03, 0.00, 0.03, -0.03, 0.01, 0.01, 0.02, 0.02, 0.01, 0.02, 0.02, -0.01, 0.03, 0.03, 0.01, 0.03, 0.02, -0.01, 0.00, 0.03, 0.01, 0.03, -0.01], "energy_ha": -4551.4568, "relative_energy_kcal_mol": 46.4, "largest_force_ha_per_bohr": 0.0304, "total_charge": -2, "orbital_gap_ev": 5.89}